The following is a DFT calculation (wB97M-V/def2-TZVPD) of a cluster of 2 separate species, C13H22N2O13P in total in a non-equilibrium geometry.

The geometry in XYZ format:
```
51
Properties=species:S:1:pos:R:3:forces:R:3
O 1.883304 -5.736487 5.274050 0.3 0.3 0.0
O 1.237280 -1.433012 2.323880 0.3 -0.5 0.7
O -0.190080 -2.350922 5.852655 -0.2 -0.2 -0.3
O 2.682353 2.633580 -2.892333 0.4 -0.8 -3.7
O -0.713414 -1.361088 1.225823 -0.2 -0.5 0.5
O 1.889168 4.317760 -1.286580 -1.3 2.7 -0.2
O 2.404981 2.079608 -0.531595 -0.7 -1.9 1.2
O -2.792081 4.583617 -6.173152 -0.2 0.0 -0.4
O -3.394609 5.000394 -3.526952 -0.3 0.0 0.2
O -0.942291 2.199432 -6.691510 0.0 0.1 -0.2
O -2.277172 2.808280 -2.274880 0.1 0.0 0.0
O 1.137391 1.958768 -4.835173 -1.7 0.1 -0.6
O 0.353423 2.460246 -2.068104 -2.0 0.3 -1.4
C 0.689300 -5.799201 5.010558 0.6 -0.4 0.3
C 0.075489 -1.818769 2.078798 0.1 1.2 -1.2
C 0.748615 -2.610351 5.095720 -0.8 -0.2 0.5
N 1.949253 -2.084738 5.367193 1.1 -0.3 -0.4
N 0.007788 -4.867654 4.353833 -0.1 0.7 -0.1
C -0.103896 -7.014333 5.428553 -0.1 0.0 0.0
C 3.209574 -2.334600 4.668239 -0.4 0.2 -0.5
C -2.205586 3.715652 -5.193184 0.2 0.2 0.1
C -2.083896 4.596985 -3.943541 0.2 -1.6 0.9
C -0.842601 3.133127 -5.607685 0.0 -0.3 0.4
C -1.435975 3.855828 -2.775240 0.8 -0.2 0.0
C -0.185997 2.371012 -4.440632 1.1 0.5 0.5
C -0.093091 3.252686 -3.182505 -0.3 -0.3 0.2
C -0.447745 -3.014863 2.870109 0.1 -0.4 0.7
C 0.543539 -3.578316 3.904101 0.2 0.2 -0.3
P 1.875557 2.876535 -1.659218 3.5 0.7 2.8
H -3.448215 5.103054 -5.671646 0.3 -0.4 -0.2
H -3.655666 4.315983 -2.872419 0.2 0.4 -0.5
H -0.124280 1.665730 -6.623271 -0.4 0.4 0.1
H -1.643532 2.236894 -1.769216 -0.4 0.5 -0.3
H 1.771124 2.135721 -4.048086 0.7 0.3 0.5
H 1.947161 -1.395946 6.097906 -0.2 0.0 0.0
H -0.975297 -5.004886 4.206058 -0.1 0.0 0.1
H -0.530630 -7.478738 4.542328 -0.2 -0.2 0.0
H -0.894232 -6.700245 6.106333 -0.2 -0.1 0.0
H 0.562675 -7.711940 5.930972 0.0 0.0 0.0
H 3.178359 -1.877844 3.675549 -0.1 0.0 0.0
H 4.036795 -1.894633 5.224036 -0.1 0.0 0.2
H 3.375620 -3.407830 4.562982 0.0 0.0 0.1
H -2.883936 2.881696 -4.983482 0.0 0.0 0.0
H -1.477553 5.476237 -4.185965 -0.2 0.0 0.1
H -0.183863 3.957373 -5.899610 0.1 0.1 0.0
H -1.256304 4.570875 -1.965735 0.1 0.0 0.0
H -0.784435 1.484418 -4.205389 -0.2 0.0 -0.1
H 0.577528 4.089860 -3.415016 0.2 -0.2 0.3
H -0.686316 -3.803694 2.153642 0.0 -0.1 0.0
H -1.375536 -2.735152 3.372983 -0.1 0.0 0.0
H 1.491950 -3.746111 3.395818 0.0 0.0 0.1
```
Positions in Å, forces in eV/Å.

Values from the calculation:
**Lowest unoccupied orbital energy**: 5.39 eV
**Calculated total energy**: -52726.3134 eV
**Orbital gap**: 3.071 eV
**HOMO**: 2.3 eV
**Multiplicity**: 1
**Charge**: -3